Model w:
Here is 2 unconnected molecules or ions with the total composition C7H14N2 from OMol25. Energies are from ωB97M-V/def2-TZVPD.

HOMO (alpha / beta) = -17.678 / -17.782 eV
spin multiplicity = 1
HOMO-LUMO gap (alpha / beta) = 7.18 / 8.57 eV
net charge = +2

Bonds (Å) are listed after each position.
Geometry (Å):
1 C -1.5732 1.6531 0.2503  N9 1.245, H10 1.072, H11 1.060
2 C -1.2510 -1.3446 1.6041  C3 1.375, C5 1.478, H12 1.178
3 C -0.6418 -0.1128 1.5714  C2 1.375, N9 1.357, H13 1.150
4 C 1.3160 0.8137 -1.0416  C6 1.378, N8 1.247
5 C -0.8688 -2.2882 2.6760  C2 1.478, H14 1.099, H15 1.091, H16 1.119
6 C 2.2547 1.7323 -0.6250  C4 1.378, H17 1.113, H18 1.081, H19 1.106
7 C -0.0951 -0.4403 -2.5733  N8 1.421, H20 1.019, H21 1.120, H22 1.038
8 N 1.0706 0.2328 -2.1169  C4 1.247, C7 1.421, H23 1.030
9 N -0.7916 0.7190 0.5100  C1 1.245, C3 1.357
10 H -1.4538 2.2703 -0.6184  C1 1.072
11 H -2.4746 1.5989 0.8060  C1 1.060
12 H -1.9406 -1.6531 0.7007  C2 1.178
13 H 0.2267 0.0737 2.3019  C3 1.150
14 H -0.8464 -1.7415 3.6292  C5 1.099
15 H -1.3955 -3.2159 2.9046  C5 1.091
16 H 0.1802 -2.4392 2.3159  C5 1.119
17 H 2.0019 2.7933 -0.8465  C6 1.113
18 H 2.4547 1.9234 0.4195  C6 1.081
19 H 3.2334 1.4620 -1.0628  C6 1.106
20 H -0.3139 -0.3029 -3.5594  C7 1.019
21 H -1.0382 -0.3114 -1.9834  C7 1.120
22 H 0.0390 -1.4692 -2.5739  C7 1.038
23 H 1.9074 0.0466 -2.6884  N8 1.030

Model x:
Here is a gas-phase ion, C7H14N2 (charge +2) from OMol25. Energies are from ωB97M-V/def2-TZVPD.

HOMO = -18.788 eV
SMILES = C=[N+]=C(C)[N+](=C)CCC
spin multiplicity = 1
HOMO-LUMO gap = 8.90 eV
net charge = +2

Bonds (Å) are listed after each position.
Geometry (Å):
1 C 0.1799 3.0133 1.9797  N8 1.290, H10 1.084, H11 1.054
2 C -0.8037 -0.9670 1.8396  N9 1.286, H12 1.037, H13 1.077
3 C -0.7660 1.0775 0.6831  C4 1.500, N8 1.227, N9 1.562
4 C -1.7986 1.0441 -0.4043  C3 1.500, H14 1.138, H15 1.083, H16 1.077
5 C 1.6173 -1.8107 -2.1566  C6 1.619, H17 1.063, H18 1.050, H19 1.074
6 C 0.4270 -1.6303 -1.0747  C5 1.619, C7 1.559, H20 1.148, H21 1.126
7 C 0.8820 -0.6076 0.0101  C6 1.559, N9 1.415, H22 1.160, H23 1.183
8 N -0.2546 2.0133 1.2909  C1 1.290, C3 1.227
9 N -0.1222 -0.3171 0.9640  C2 1.286, C3 1.562, C7 1.415
10 H 0.9856 3.6064 1.5636  C1 1.084
11 H -0.3694 3.4891 2.7436  C1 1.054
12 H -0.4641 -1.9218 2.0595  C2 1.037
13 H -1.5931 -0.3908 2.2912  C2 1.077
14 H -2.3753 0.0667 -0.3201  C4 1.138
15 H -2.5027 1.8388 -0.1885  C4 1.083
16 H -1.3633 1.3076 -1.3537  C4 1.077
17 H 2.5474 -1.8360 -1.6419  C5 1.063
18 H 1.5125 -2.5967 -2.8453  C5 1.050
19 H 1.6858 -0.9415 -2.7838  C5 1.074
20 H -0.0407 -2.5527 -0.5771  C6 1.148
21 H -0.3647 -1.1093 -1.6825  C6 1.126
22 H 1.8887 -1.1333 0.2437  C7 1.160
23 H 1.0922 0.3580 -0.6406  C7 1.183

Energy comparison, zero being the most stable, in kJ/mol: model w 155.7; model x 0.0.

Model w:
Here is 2 unconnected molecules or ions with the total composition C3H4FN from OMol25. Energies are from ωB97M-V/def2-TZVPD.

HOMO = -10.502 eV
spin multiplicity = 1
HOMO-LUMO gap = 9.88 eV
net charge = 0

Bonds (Å) are listed after each position.
Geometry (Å):
1 C -1.2651 -1.1742 -0.5683  C3 1.301, H6 1.075, H7 1.081
2 C 1.1507 1.3802 0.1724  N4 1.262, H8 1.078, H9 1.088
3 C -0.3423 -0.3473 -0.1724  C1 1.301, N4 1.283
4 N 0.2818 0.7321 -0.4740  C2 1.262, C3 1.283
5 F 0.4481 -0.8701 1.6499  no bonds
6 H -1.5443 -2.0306 0.0179  C1 1.075
7 H -1.7704 -1.0158 -1.5109  C1 1.081
8 H 1.5489 2.2820 -0.2632  C2 1.078
9 H 1.4928 1.0437 1.1486  C2 1.088

Model x:
Here is 2 unconnected molecules or ions with the total composition C3H4FN from OMol25. Energies are from ωB97M-V/def2-TZVPD.

HOMO = -9.790 eV
SMILES = C=CF.C#N
spin multiplicity = 1
HOMO-LUMO gap = 10.85 eV
net charge = 0

Bonds (Å) are listed after each position.
Geometry (Å):
1 C -0.4367 -2.3478 0.7082  N4 1.135, H6 1.065
2 C -0.0438 1.0977 -0.3959  C3 1.309, H7 1.050, H8 1.081
3 C 0.0145 1.2966 0.8965  C2 1.309, F5 1.284, H9 0.996
4 N 0.6780 -2.1628 0.6019  C1 1.135
5 F -0.9586 0.9616 1.6639  C3 1.284
6 H -1.4965 -2.4247 0.7798  C1 1.065
7 H -0.8223 0.5812 -0.8743  C2 1.050
8 H 0.9275 1.2018 -0.8578  C2 1.081
9 H 0.7494 1.8507 1.2776  C3 0.996

Model y:
Here is C3H4FN in the gas phase from OMol25. Energies are from ωB97M-V/def2-TZVPD.

HOMO = -11.832 eV
SMILES = C[C@@H](F)C#N
spin multiplicity = 1
HOMO-LUMO gap = 12.65 eV
net charge = 0

Bonds (Å) are listed after each position.
Geometry (Å):
1 C -0.2770 -1.2995 -0.9264  C3 1.508, N4 1.124
2 C -0.2062 0.9147 0.2603  C3 1.471, H6 1.160, H7 1.152, H8 1.117
3 C 0.4369 -0.3909 0.0432  C1 1.508, C2 1.471, F5 1.299, H9 1.231
4 N -0.9590 -2.0185 -1.4569  C1 1.124
5 F 0.6546 -0.9693 1.1855  C3 1.299
6 H -1.2386 0.9361 0.7891  C2 1.160
7 H -0.3090 1.5314 -0.7072  C2 1.152
8 H 0.2743 1.5334 1.0565  C2 1.117
9 H 1.6240 -0.2374 -0.2440  C3 1.231

Energy comparison, zero being the most stable, in kJ/mol: model w 184.9; model x 61.6; model y 0.0.